[1]
Formula: C45H53MoNO4P
Source: OMol25
Level of theory: ωB97M-V with the def2-TZVPD basis set

Geometry as XYZ:
```
105
Properties=species:S:1:pos:R:3:forces:R:3
Mo 0.666 -0.008 0.358 -0.263 0.117 -0.068
C 2.972 0.270 0.423 0.149 0.135 0.059
C 2.532 0.374 1.786 0.118 -0.157 -0.108
C 1.696 1.547 1.863 -0.001 0.045 0.053
C 1.648 2.096 0.540 0.183 0.126 0.197
C 2.499 1.363 -0.325 -0.117 0.073 0.053
C 2.922 1.736 -1.731 0.017 -0.024 0.028
C 4.430 2.027 -1.659 0.010 -0.011 -0.029
C 2.668 0.584 -2.704 -0.033 -0.001 -0.002
C 2.204 2.994 -2.217 -0.011 0.000 -0.006
C 1.187 2.369 3.057 -0.011 -0.034 -0.059
C 0.407 1.599 4.123 -0.059 -0.009 0.081
C 2.424 3.012 3.705 -0.001 0.038 0.020
C 0.279 3.507 2.566 0.021 -0.024 -0.051
C 3.243 -0.553 2.787 -0.037 0.016 -0.030
C 3.426 -1.957 2.170 -0.018 0.046 -0.003
C 4.645 0.057 2.988 0.023 -0.035 0.034
C 2.611 -0.716 4.169 0.116 -0.095 0.030
H 3.667 -0.471 0.064 -0.081 -0.070 -0.047
H 1.164 3.020 0.274 -0.131 -0.045 -0.004
H 4.992 1.146 -1.348 -0.001 -0.011 -0.003
H 4.643 2.834 -0.956 -0.006 0.006 0.011
H 4.793 2.328 -2.643 0.002 0.005 -0.006
H 3.162 -0.335 -2.382 0.021 0.004 0.021
H 3.049 0.841 -3.694 0.017 -0.002 -0.012
H 1.597 0.390 -2.797 0.072 -0.020 -0.002
H 2.409 3.850 -1.572 0.008 -0.003 0.018
H 1.123 2.857 -2.271 0.003 0.013 0.003
H 2.554 3.249 -3.217 0.002 -0.008 -0.014
H 0.955 0.764 4.544 -0.262 0.248 -0.075
H -0.532 1.224 3.729 -0.157 0.056 -0.022
H 0.172 2.281 4.942 -0.013 0.025 -0.007
H 3.047 2.279 4.216 -0.011 -0.017 -0.002
H 2.104 3.748 4.445 0.001 0.001 0.014
H 3.038 3.523 2.962 0.003 0.009 -0.011
H -0.542 3.144 1.942 0.047 -0.021 -0.005
H 0.833 4.259 2.004 0.008 0.008 -0.009
H -0.157 4.008 3.431 0.006 0.015 0.004
H 4.233 -1.977 1.437 -0.001 0.012 -0.027
H 2.525 -2.331 1.684 -0.026 -0.004 0.030
H 3.697 -2.664 2.954 0.031 0.005 0.012
H 5.169 0.172 2.038 0.000 -0.002 -0.017
H 5.238 -0.604 3.622 0.006 -0.003 0.011
H 4.598 1.033 3.470 0.000 -0.008 -0.014
H 1.609 -1.139 4.130 0.029 -0.012 0.000
H 2.584 0.219 4.724 0.172 -0.111 -0.035
H 3.233 -1.404 4.742 0.019 -0.022 0.001
C -3.050 1.791 2.677 0.064 -0.075 0.097
C -3.571 2.182 1.325 0.029 0.029 -0.025
C -4.589 3.131 1.292 0.003 0.048 -0.016
C -5.120 3.601 0.104 -0.003 -0.002 0.012
C -4.640 3.110 -1.097 0.032 -0.026 0.012
C -3.638 2.155 -1.091 -0.033 0.048 -0.048
C -3.085 1.683 0.104 0.030 -0.074 0.007
P -1.856 0.317 0.011 -0.083 0.162 0.100
C -1.810 -0.027 -1.784 0.052 -0.136 -0.023
C -0.980 0.898 -2.424 -0.025 0.001 -0.014
C -0.795 0.891 -3.795 -0.079 -0.022 -0.023
C -1.446 -0.072 -4.549 0.041 0.036 -0.009
C -2.247 -1.010 -3.921 -0.020 -0.004 0.008
C -2.448 -1.021 -2.541 0.089 0.022 0.018
C -3.323 -2.100 -1.967 0.001 0.003 0.038
C -2.485 -0.988 1.072 -0.024 -0.010 -0.041
C -3.842 -1.307 1.184 0.005 -0.072 -0.100
C -4.244 -2.325 2.022 0.023 -0.004 0.006
C -3.285 -3.024 2.756 -0.032 0.007 0.006
C -1.954 -2.666 2.694 -0.009 0.023 -0.003
C -1.534 -1.609 1.880 0.087 -0.012 0.061
C -0.120 -1.097 2.035 -0.104 0.088 -0.062
H -3.862 1.774 3.404 -0.012 -0.006 -0.006
H -2.325 2.529 3.022 0.004 -0.008 0.045
H -2.579 0.811 2.694 0.035 0.040 -0.002
H -4.971 3.509 2.233 -0.002 -0.001 0.010
H -5.909 4.341 0.119 -0.007 0.006 0.003
H -5.048 3.453 -2.038 -0.001 0.001 -0.007
H -3.298 1.769 -2.041 -0.014 0.012 0.014
H -0.500 1.674 -1.831 -0.019 -0.004 0.016
H -0.156 1.628 -4.266 0.002 0.016 -0.009
H -1.323 -0.103 -5.623 0.003 0.000 -0.017
H -2.735 -1.773 -4.515 0.001 -0.002 -0.006
H -3.539 -2.845 -2.732 0.002 -0.002 0.013
H -4.274 -1.696 -1.625 -0.079 0.044 0.061
H -2.859 -2.605 -1.122 0.032 -0.010 0.050
H -4.576 -0.751 0.615 -0.021 0.010 -0.063
H -5.291 -2.580 2.105 -0.012 -0.005 0.004
H -3.592 -3.834 3.404 -0.003 -0.019 0.004
H -1.225 -3.187 3.302 0.016 -0.008 0.002
H 0.554 -1.943 2.191 -0.005 -0.017 -0.031
H -0.079 -0.484 2.931 -0.017 -0.067 -0.027
O -0.083 -3.569 0.000 -0.109 -0.048 -0.038
C 0.153 -2.842 -0.929 0.276 0.226 0.082
O 0.515 -1.562 -0.758 0.186 -0.392 -0.148
C 0.109 -3.270 -2.360 -0.136 -0.072 0.078
C -0.638 -4.401 -2.676 0.022 0.004 -0.036
C -0.743 -4.813 -3.993 0.004 0.034 0.060
C -0.067 -4.087 -4.958 -0.133 0.037 -0.178
C 0.711 -2.985 -4.668 -0.030 0.009 0.100
C 0.785 -2.569 -3.349 0.032 0.042 -0.046
N -0.195 -4.505 -6.376 0.389 -0.274 0.176
O -0.892 -5.467 -6.610 -0.133 0.086 -0.059
O 0.449 -3.886 -7.197 -0.135 0.104 -0.055
H -1.136 -4.944 -1.885 -0.004 0.002 0.013
H -1.327 -5.675 -4.279 -0.001 0.003 -0.009
H 1.229 -2.468 -5.462 -0.003 0.006 -0.009
H 1.366 -1.697 -3.088 -0.017 -0.032 0.001
```
Forces are in eV/Å.

Output
lowest unoccupied orbital energy (alpha / beta): -3.880 / -3.657 eV
total charge: +1
max |F|: 0.507 eV/A
HOMO energy (alpha / beta): -11.38 / -11.59 eV
expectation value of S²: 2.0294
2S+1: 3

Mulliken atomic charge list, values in e, 6 entries: Mo 0.380; C -0.972; C 0.695; C 1.048; C -0.070; C -0.350

[2]
Formula: C32H80O16
Source: OMol25
Level of theory: ωB97M-V with the def2-TZVPD basis set

Geometry as XYZ:
```
128
Properties=species:S:1:pos:R:3:forces:R:3
C -5.477 -4.678 1.878 0.039 0.069 0.392
O -5.929 -4.102 3.086 -0.362 -0.430 0.692
C -5.928 -2.679 3.224 0.781 -0.876 -1.331
C -4.564 -2.020 3.135 0.774 -0.087 0.851
O -3.699 -2.215 4.271 -0.300 -0.327 -0.679
C -3.339 -3.568 4.570 -1.022 0.350 1.017
H -4.395 -4.566 1.804 0.115 -0.134 -0.307
H -5.960 -4.313 0.972 -0.120 0.656 -0.034
H -5.751 -5.732 1.894 0.229 -0.029 0.339
H -6.398 -2.426 4.175 -0.197 -0.149 -0.202
H -6.473 -2.366 2.334 -0.482 0.854 0.206
H -4.726 -0.943 3.099 0.008 0.073 -0.033
H -4.005 -2.291 2.240 -0.133 -0.162 -0.319
H -2.679 -4.097 3.882 0.291 0.484 -0.285
H -4.233 -4.181 4.688 -0.069 -0.052 -0.151
H -2.927 -3.483 5.575 0.499 -0.241 -0.205
C -2.571 -0.821 -0.733 -0.097 0.745 -0.975
O -1.820 -0.387 0.368 1.078 -0.011 0.145
C -0.434 -0.100 0.012 0.038 -0.095 2.155
C 0.555 -0.492 1.176 -0.419 -1.666 -0.715
O 0.666 -1.956 1.400 0.544 1.707 0.061
C -0.560 -2.532 1.832 0.276 1.118 -0.203
H -3.610 -1.049 -0.499 0.314 -0.390 0.621
H -2.076 -1.622 -1.283 -0.152 -0.468 0.204
H -2.690 -0.033 -1.477 0.172 0.313 -0.108
H -0.326 0.984 -0.023 0.013 0.187 -0.578
H -0.144 -0.580 -0.922 -0.064 -0.022 -0.031
H 0.339 0.038 2.103 -0.673 -0.200 0.188
H 1.567 -0.157 0.945 -0.031 -0.175 -0.547
H -1.090 -2.738 0.902 -0.659 -0.569 0.484
H -1.072 -1.769 2.418 -0.530 -0.181 -0.033
H -0.395 -3.377 2.501 0.250 -0.245 -0.432
C 5.540 -4.375 -5.321 0.701 -0.301 0.467
O 4.928 -3.788 -4.190 -1.118 0.285 -1.586
C 5.661 -3.915 -3.017 -0.063 -0.170 0.379
C 4.926 -3.126 -1.930 0.321 0.277 -0.850
O 3.709 -3.701 -1.622 -0.291 -2.315 0.160
C 2.723 -2.922 -1.014 0.260 0.200 -0.156
H 5.498 -5.464 -5.312 0.007 -0.297 0.405
H 6.590 -4.085 -5.296 0.293 -0.039 -0.361
H 5.127 -4.121 -6.297 -0.443 0.699 0.433
H 6.657 -3.499 -3.167 0.297 0.337 0.170
H 5.818 -4.977 -2.824 -0.169 -0.236 0.567
H 4.728 -2.169 -2.412 0.206 0.566 0.130
H 5.561 -2.981 -1.056 0.099 0.077 0.177
H 3.102 -2.469 -0.098 -0.043 0.536 -0.062
H 1.872 -3.525 -0.697 0.196 -0.297 -0.265
H 2.393 -2.234 -1.791 -0.288 0.737 0.427
C -4.867 7.686 0.808 -0.694 0.440 1.735
O -4.888 6.370 0.302 0.992 1.509 0.325
C -4.240 6.404 -0.952 -0.206 -2.264 0.016
C -3.939 4.954 -1.323 0.755 0.275 0.863
O -2.668 4.483 -0.756 -1.119 -0.101 -1.175
C -2.433 3.120 -1.135 -0.054 -0.030 -0.031
H -3.898 8.166 0.951 0.569 -0.471 -0.507
H -5.255 7.669 1.827 -0.257 -0.282 0.015
H -5.483 8.419 0.288 -0.212 -0.239 -0.600
H -3.281 6.921 -0.962 -0.199 0.585 0.078
H -5.002 6.752 -1.649 0.447 0.516 -0.518
H -3.927 4.939 -2.413 0.148 -0.644 -0.108
H -4.731 4.361 -0.865 -0.209 -0.258 -0.463
H -2.905 2.800 -2.064 -0.022 0.599 -0.486
H -2.842 2.377 -0.450 0.082 0.199 0.693
H -1.360 2.964 -1.243 0.032 0.070 0.162
C -0.596 5.387 2.633 0.707 0.894 -0.083
O -1.271 4.358 3.245 -0.388 -1.793 0.053
C -1.433 3.215 2.402 0.027 -0.262 -0.479
C -1.943 2.003 3.186 -0.040 0.727 0.109
O -0.913 1.330 3.891 0.061 0.650 0.021
C -1.361 0.239 4.669 1.382 -0.864 -0.558
H -0.510 6.174 3.382 0.087 0.120 -0.149
H -1.066 5.793 1.737 -0.508 -0.039 -0.135
H 0.403 5.088 2.318 0.340 -0.086 0.086
H -0.564 2.925 1.810 1.073 0.089 0.621
H -2.046 3.507 1.549 -1.044 -0.119 0.291
H -2.416 1.259 2.546 -0.291 0.213 -0.347
H -2.657 2.449 3.877 -0.382 -0.339 0.282
H -1.932 -0.489 4.093 -0.905 0.427 0.063
H -1.752 0.472 5.659 -0.467 0.314 -0.233
H -0.459 -0.354 4.825 0.310 0.117 0.418
C 4.173 0.784 -3.715 -1.132 1.364 -0.197
O 3.780 1.428 -2.489 0.347 0.622 0.860
C 2.771 2.475 -2.472 -0.044 -1.095 -1.115
C 2.500 3.132 -1.135 0.113 -0.842 0.729
O 2.287 2.165 -0.135 0.306 -0.934 1.343
C 2.351 2.695 1.184 0.267 -0.213 0.352
H 5.145 0.294 -3.664 -0.244 -0.104 0.771
H 4.292 1.519 -4.511 -0.051 0.306 -0.141
H 3.385 0.108 -4.047 0.088 -0.346 0.074
H 1.828 2.055 -2.820 -0.178 -0.285 -0.120
H 3.004 3.287 -3.160 0.313 0.046 -0.262
H 1.519 3.608 -1.116 0.221 1.046 -0.995
H 3.316 3.802 -0.862 0.023 0.207 0.103
H 1.717 3.562 1.368 0.023 0.337 -0.495
H 3.377 2.907 1.483 0.244 0.431 -0.304
H 2.031 1.998 1.958 -0.286 -0.616 -0.544
C -5.297 -2.926 -1.984 -0.768 -0.376 -1.135
O -4.331 -2.160 -2.654 1.579 0.342 0.131
C -4.617 -1.828 -3.995 -1.525 0.439 -0.055
C -3.617 -0.932 -4.669 1.247 -0.323 0.843
O -3.131 0.025 -3.766 0.120 0.624 0.244
C -1.848 0.468 -4.148 0.013 0.292 -0.154
H -6.185 -2.339 -1.753 -0.209 0.184 -0.067
H -4.985 -3.398 -1.052 0.773 0.387 -0.148
H -5.572 -3.725 -2.674 -0.434 -0.365 0.176
H -5.584 -1.324 -4.013 -0.405 -0.088 -0.051
H -4.637 -2.675 -4.680 -0.485 -0.628 0.291
H -3.964 -0.440 -5.578 -0.617 -0.126 -0.079
H -2.827 -1.608 -4.996 0.641 0.128 0.023
H -1.104 -0.286 -3.890 0.165 -0.204 -0.404
H -1.525 1.387 -3.658 -0.548 0.009 0.474
H -1.876 0.731 -5.205 0.410 -0.295 -0.294
C 5.019 0.100 0.481 0.428 -0.519 -0.505
O 6.101 -0.800 0.657 0.466 -0.348 -0.692
C 6.217 -1.493 1.870 0.223 0.686 0.718
C 7.350 -2.553 1.814 -0.184 2.017 -0.947
O 8.649 -1.943 1.599 -0.930 -1.080 -1.193
C 9.228 -1.199 2.623 -0.173 -0.530 0.249
H 4.950 0.857 1.262 0.033 0.019 0.184
H 4.075 -0.430 0.357 -0.219 -0.071 0.328
H 5.213 0.565 -0.486 -0.084 0.252 0.176
H 5.251 -1.901 2.167 -0.108 -0.581 -0.018
H 6.450 -0.746 2.629 0.134 0.075 0.497
H 7.122 -3.075 0.885 0.446 -0.472 0.151
H 7.321 -3.210 2.683 0.110 0.000 0.102
H 10.275 -1.014 2.382 -0.077 0.005 -0.278
H 9.229 -1.849 3.498 -0.090 0.517 0.713
H 8.722 -0.240 2.738 -0.030 0.046 0.481
```
Forces are in eV/Å.

Output
lowest unoccupied orbital energy: 0.566 eV
SMILES string: COCCOC.COCCOC.COCCOC.COCCOC.COCCOC.COCCOC.COCCOC.COCCOC
energy relative to the best compared isomer or geometry (same formula, charge and spin): 64.4 kcal/mol
max |F|: 2.339 eV/A
HOMO energy: -9.03 eV

Mulliken atomic charge list, values in e, 6 entries: C -0.486; O -0.374; C -0.890; C 0.197; O -0.320; C -0.759

Question: Which of these has the highest max |F|?
Answer: C32H80O16

Question: Which of these has the lowest max |F|?
Answer: C45H53MoNO4P

Question: The highest max |F| belongs to which entry?
Answer: C32H80O16